No. 1
Here is a molecular structure, C27H50OP2Pd in a non-equilibrium geometry from the OMol25 dataset. Energies are from the ωB97M-V functional and the def2-TZVPD basis.

Structure (XYZ):
```
81
Properties=species:S:1:pos:R:3
Pd -0.059 -0.554 1.550
C -1.975 -1.253 3.067
C -1.649 -2.368 2.249
C 0.301 -1.682 3.343
C -0.780 -0.787 3.707
C -0.238 -2.618 2.385
C -3.323 -0.648 3.230
H -3.911 -0.703 2.301
H -3.249 0.405 3.528
H -3.901 -1.170 4.010
C -0.685 0.302 4.707
H -1.545 0.976 4.630
H 0.234 0.871 4.548
H -0.673 -0.109 5.727
C 1.670 -1.709 3.904
H 1.664 -1.897 4.984
H 2.171 -0.749 3.723
H 2.252 -2.504 3.427
C 0.560 -3.681 1.736
H 0.759 -4.515 2.428
H 1.528 -3.274 1.417
H 0.033 -4.092 0.861
C -2.568 -3.141 1.380
H -2.684 -4.183 1.713
H -2.187 -3.172 0.352
H -3.567 -2.690 1.371
C -1.037 1.241 0.485
C -2.309 0.705 0.330
C -2.722 -0.301 -0.657
C -1.569 -0.943 -1.503
C -0.421 -1.548 -0.803
C 0.768 -0.886 -0.463
C 1.103 0.539 -0.828
C -0.077 1.521 -0.659
H -3.444 0.172 -1.357
H -1.219 -0.166 -2.225
H -3.281 -1.125 -0.185
H -0.650 1.580 -1.599
H -0.841 1.846 1.391
H -3.093 1.064 1.008
H 0.335 2.530 -0.505
H 1.903 0.872 -0.151
H 1.632 -1.520 -0.226
H 1.494 0.580 -1.858
H -2.025 -1.724 -2.143
H -0.405 -2.637 -0.724
P -0.706 1.160 -3.853
C -0.997 2.928 -4.241
C -1.918 0.428 -5.025
P 1.493 -0.818 -4.225
C 0.880 0.871 -4.737
C 0.796 -1.774 -5.653
C 3.140 -0.658 -5.060
H -0.162 3.517 -3.838
H -1.932 3.238 -3.755
H -1.071 3.047 -5.330
H -1.814 0.932 -6.000
H -2.922 0.623 -4.618
H -1.800 -0.656 -5.140
H 2.999 -0.399 -6.118
H 3.650 -1.627 -4.968
H 3.724 0.118 -4.549
H 1.625 1.633 -4.443
H 0.688 0.932 -5.819
H 1.353 -2.722 -5.692
H 0.969 -1.215 -6.586
H -0.268 -2.004 -5.533
C 0.881 3.229 3.088
C 1.951 2.167 2.823
C 2.918 2.742 1.788
C 2.712 1.902 4.131
O 1.489 0.974 2.353
H 0.332 3.444 2.172
H 1.367 4.149 3.432
H 0.181 2.897 3.855
H 3.363 3.685 2.132
H 3.710 2.013 1.592
H 2.368 2.917 0.854
H 2.025 1.487 4.878
H 3.501 1.166 3.946
H 3.160 2.821 4.532
```

Charge   +2
⟨S²⟩   6.03
HOMO level (spin up / spin down)   -12.083 / -13.638 eV
Kohn-Sham gap (spin up / spin down)   7.1 / 4.3 eV
Spin multiplicity   5
LUMO energy (spin up / spin down)   -4.948 / -9.336 eV
E   -1943.86488 Eh

The computed Mulliken charges, all in e, follow:
1. Pd 0.398
2. C 1.246
3. C 1.335
4. C -0.021
5. C 1.038
6. C 0.426
7. C -1.958
8. H 0.435
9. H 0.404
10. H 0.341
11. C -1.332
12. H 0.282
13. H -0.146
14. H 0.341
15. C -1.435
16. H 0.306
17. H 0.045
18. H 0.445
19. C -1.770
20. H 0.354
21. H 0.406
22. H 0.330
23. C -1.608
24. H 0.354
25. H 0.338
26. H 0.442
27. C -0.619
28. C -0.267
29. C -1.333
30. C 1.306
31. C -0.346
32. C -1.046
33. C -0.325
34. C 0.394
35. H 0.672
36. H -2.598
37. H 0.365
38. H -0.828
39. H -0.108
40. H 0.690
41. H 0.688
42. H 0.285
43. H 0.700
44. H 0.235
45. H 0.867
46. H 0.803
47. P 1.181
48. C -1.294
49. C -1.247
50. P 0.582
51. C -1.395
52. C -1.265
53. C -1.219
54. H 0.402
55. H 0.410
56. H 0.454
57. H 0.461
58. H 0.439
59. H 0.266
60. H 0.392
61. H 0.413
62. H 0.369
63. H 0.622
64. H 0.711
65. H 0.431
66. H 0.413
67. H 0.285
68. C -1.414
69. C 1.343
70. C -1.747
71. C -1.528
72. O -0.110
73. H 0.405
74. H 0.503
75. H 0.237
76. H 0.473
77. H 0.412
78. H 0.294
79. H 0.341
80. H 0.370
81. H 0.473

No. 2
Here is a molecular structure, C3H6F2N2 in a non-equilibrium geometry from the OMol25 dataset. Energies are from the ωB97M-V functional and the def2-TZVPD basis.

Structure (XYZ):
```
13
Properties=species:S:1:pos:R:3
C 1.606 -0.585 -0.747
C 0.111 0.062 -0.630
C -0.867 -0.702 0.241
H 2.029 -0.177 -2.036
H 2.222 -0.059 0.189
H 1.724 -1.847 -0.502
H -1.399 -1.478 -0.387
H 0.245 0.915 1.517
H -0.737 0.957 3.046
N -0.983 -0.692 1.504
N -0.172 0.249 2.215
F -0.462 0.027 -1.967
F 0.339 1.323 -0.371
```

Charge   0
HOMO level   -9.685 eV
Kohn-Sham gap   10.4 eV
LUMO energy   0.732 eV
E   -426.99588 Eh

The computed Mulliken charges, all in e, follow:
1. C -0.836
2. C 0.765
3. C -0.159
4. H 0.283
5. H 0.247
6. H 0.254
7. H 0.342
8. H 0.291
9. H 0.291
10. N -0.343
11. N -0.534
12. F -0.336
13. F -0.266

Relative energy (zero: lowest compared OMol25 entry of this formula, charge and spin), record by record: 0.0 403.7 kJ/mol